Molecular formula: C5H7InO3
Method: DFT, ωB97M-V/def2-TZVPD

```
16
Properties=species:S:1:pos:R:3:lowdin_charge:R:1
In -0.63793 -2.58218 -1.20145 1.39
O 0.91899 -1.46910 -1.30985 0.03
O 1.28278 -0.13428 0.41391 0.15
O -0.49760 -1.52896 0.35771 -0.03
C 0.89286 0.37157 1.66827 -0.08
C -0.52810 2.07572 1.47705 0.07
C 1.82863 1.23623 2.27557 0.14
C 0.55778 -1.06365 -0.16659 -0.67
C 0.45373 2.95495 2.00480 0.08
H 0.31916 3.37373 3.00673 0.12
H 1.89269 1.16996 3.36413 0.13
H -0.76429 2.09151 0.40776 0.12
H 0.99628 3.59647 1.30349 0.12
H -1.35231 1.77249 2.13071 0.12
H 2.75529 1.48015 1.75058 0.14
H 0.33908 -0.36737 2.25064 0.17
```

Properties
frontier orbital gap (alpha / beta)	8.457 / 5.572	eV
M	229.93	u
E_LUMO (alpha / beta)	-0.3610 / -0.4050	Ha
total charge	+2